DFT (wB97M-V/def2-TZVPD) results for a 2-piece molecular cluster, C3H5O2S overall in a non-equilibrium geometry.

Positions of all 11 atoms, in Å:
C -1.623 -0.472 -0.405
C -1.296 -1.703 -0.087
C -0.690 0.622 0.026
O 2.371 -0.116 1.273
O 3.187 1.260 -0.628
S 2.513 0.012 -0.199
H -2.652 -0.354 -0.742
H -0.368 -1.876 0.360
H -0.078 0.028 0.713
H -0.057 1.156 -0.686
H -1.307 1.443 0.375

DFT total energy   -18119.308 eV
Energy relative to the best compared isomer or geometry (same formula, charge and spin)   4.719 eV
LUMO energy (spin up / spin down)   4.003 / 2.538 eV
HOMO energy (spin up / spin down)   -4.642 / -1.377 eV
Charge   -1
Gap between HOMO and LUMO (spin up / spin down)   8.6 / 3.9 eV

=====

DFT (wB97M-V/def2-TZVPD) results for C13H16Cl2N2Y as an isolated structure in a non-equilibrium geometry.

Positions of all 34 atoms, in Å:
Y 1.139 -1.610 1.419
Cl 3.227 -0.663 0.483
Cl 1.058 -3.540 2.943
C -0.488 -1.808 -0.334
H -1.201 -1.007 -0.599
H -0.863 -2.700 -0.885
C -0.073 1.236 -2.405
C -0.927 0.242 -2.751
H -0.433 2.131 -1.890
C -0.488 -1.011 -3.444
H -1.993 0.284 -2.496
C 1.041 -1.204 -3.459
H -0.976 -1.879 -2.992
H -0.832 -0.956 -4.492
C 1.733 0.118 -3.761
H 1.365 -1.600 -2.485
H 1.283 -1.936 -4.236
C 1.408 1.156 -2.669
H 2.813 -0.040 -3.842
H 1.375 0.487 -4.729
H 1.942 0.841 -1.755
H 1.809 2.138 -2.956
N -2.888 2.057 6.621
C -2.262 1.711 5.688
C -1.472 1.245 4.569
C -1.880 0.127 3.844
C -1.066 -0.340 2.812
N 0.165 0.190 2.593
C 0.512 1.348 3.208
C -0.284 1.890 4.209
H -2.817 -0.375 4.079
H -1.381 -1.142 2.119
H 1.437 1.812 2.867
H 0.015 2.794 4.727

DFT total energy   -42811.742 eV
Energy relative to the best compared isomer or geometry (same formula, charge and spin)   0.000 eV
LUMO energy (spin up / spin down)   2.863 / 2.702 eV
HOMO energy (spin up / spin down)   -5.111 / -2.538 eV
Charge   -1
Gap between HOMO and LUMO (spin up / spin down)   8.0 / 5.2 eV

=====

What did the second record say?
DFT (wB97M-V/def2-TZVPD) results for C13H16Cl2N2Y as an isolated structure in a non-equilibrium geometry.

Positions of all 34 atoms, in Å:
Y 1.139 -1.610 1.419
Cl 3.227 -0.663 0.483
Cl 1.058 -3.540 2.943
C -0.488 -1.808 -0.334
H -1.201 -1.007 -0.599
H -0.863 -2.700 -0.885
C -0.073 1.236 -2.405
C -0.927 0.242 -2.751
H -0.433 2.131 -1.890
C -0.488 -1.011 -3.444
H -1.993 0.284 -2.496
C 1.041 -1.204 -3.459
H -0.976 -1.879 -2.992
H -0.832 -0.956 -4.492
C 1.733 0.118 -3.761
H 1.365 -1.600 -2.485
H 1.283 -1.936 -4.236
C 1.408 1.156 -2.669
H 2.813 -0.040 -3.842
H 1.375 0.487 -4.729
H 1.942 0.841 -1.755
H 1.809 2.138 -2.956
N -2.888 2.057 6.621
C -2.262 1.711 5.688
C -1.472 1.245 4.569
C -1.880 0.127 3.844
C -1.066 -0.340 2.812
N 0.165 0.190 2.593
C 0.512 1.348 3.208
C -0.284 1.890 4.209
H -2.817 -0.375 4.079
H -1.381 -1.142 2.119
H 1.437 1.812 2.867
H 0.015 2.794 4.727

DFT total energy   -42811.742 eV
Energy relative to the best compared isomer or geometry (same formula, charge and spin)   0.000 eV
LUMO energy (spin up / spin down)   2.863 / 2.702 eV
HOMO energy (spin up / spin down)   -5.111 / -2.538 eV
Charge   -1
Gap between HOMO and LUMO (spin up / spin down)   8.0 / 5.2 eV